Record 1
# C6H9N

The molecule C6H9N (ωB97M-V/def2-TZVPD, OMol25).

Last column: Mulliken charge in e.
Atoms and positions in Å:
C1 -1.7712 1.1386 -0.9736  -0.88
C2 0.4394 0.3459 -1.7229  -0.85
C3 1.3294 0.0885 -0.7294  -0.32
C4 0.7519 -0.4416 0.5106  0.79
C5 1.5518 -0.7910 1.7249  -1.17
C6 -0.5754 -0.5469 0.3568  -0.82
N1 -0.8951 -0.0539 -0.9801  0.23
H1 -1.2778 1.8885 -0.3531  0.32
H2 -1.8431 1.5059 -1.9965  0.36
H3 -2.7565 0.8938 -0.5658  0.34
H4 2.3965 0.2637 -0.8359  0.40
H5 0.9404 -1.2298 2.5188  0.32
H6 2.0456 0.1035 2.1220  0.29
H7 2.3433 -1.5009 1.4598  0.30
H8 -1.3610 -0.8830 1.0230  0.37
H9 -1.3182 -0.7811 -1.5586  0.33

ΔE to the lowest compared entry with this formula, charge and spin: 3.5089 eV
frontier orbital gap: 8.873 eV
net charge: 0



Record 2
# C6H9N

A structure of composition C6H9N (ωB97M-V/def2-TZVPD, OMol25).

Last column: Mulliken charge in e.
Atoms and positions in Å:
C1 1.3253 -1.9103 -0.8032  -1.18
C2 0.3201 -0.7864 -0.6903  0.66
C3 -0.7357 -0.5005 -1.4942  -0.75
C4 -1.6575 0.9652 -0.3468  -0.96
C5 -0.6266 0.9479 0.5265  0.78
C6 -0.6343 1.8744 1.7079  -1.27
N1 0.4019 0.0278 0.4089  -0.13
H1 1.3026 -2.5621 0.0821  0.31
H2 1.1257 -2.5264 -1.6833  0.32
H3 2.3479 -1.5176 -0.8946  0.32
H4 -1.0657 -1.1442 -2.3136  0.37
H5 -1.3503 0.6226 -1.5640  0.32
H6 0.2336 2.5461 1.6931  0.32
H7 -1.5371 2.4905 1.6872  0.33
H8 -0.6267 1.3077 2.6457  0.31
H9 1.2296 0.0829 0.9841  0.25

ΔE to the lowest compared entry with this formula, charge and spin: 4.4706 eV
frontier orbital gap: 9.300 eV
net charge: 0



Record 3
# C6H9N

The molecule C6H9N (ωB97M-V/def2-TZVPD, OMol25).

Last column: Mulliken charge in e.
Atoms and positions in Å:
C1 0.4286 0.2563 -1.5055  -1.41
C2 0.4507 0.1956 0.0166  0.10
C3 -0.9514 -0.0238 0.6175  -0.73
C4 -1.4700 -1.3516 0.2775  -0.43
C5 -1.8259 -2.4653 -0.0121  0.11
C6 1.8501 1.5794 1.5950  -0.33
N1 1.0474 1.4249 0.5675  -0.10
H1 0.0313 -0.6759 -1.9163  0.37
H2 1.4372 0.4124 -1.8999  0.38
H3 -0.2107 1.0766 -1.8570  0.37
H4 -1.6379 0.7559 0.2604  0.29
H5 -0.8908 0.0790 1.7076  0.31
H6 -2.1456 -3.4544 -0.2569  0.40
H7 2.0159 0.5483 1.9913  0.14
H8 1.0941 -0.6256 0.3479  0.29
H9 0.7771 2.2683 0.0664  0.22

ΔE to the lowest compared entry with this formula, charge and spin: 4.0890 eV
frontier orbital gap: 9.245 eV
net charge: 0



Record 4
# C6H9N

The molecule C6H9N (ωB97M-V/def2-TZVPD, OMol25).

Last column: Mulliken charge in e.
Atoms and positions in Å:
C1 2.1387 0.5598 1.1948  -1.18
C2 0.7128 0.5039 0.7502  0.83
C3 -0.1252 1.6679 0.5052  -1.06
C4 -1.2511 1.0397 0.0512  -0.37
C5 -1.1558 -0.4567 -0.1102  0.23
C6 -1.1179 -0.7818 -1.6192  -1.17
N1 0.1419 -0.6752 0.5111  -0.18
H1 2.4930 1.5816 1.0523  0.31
H2 2.7702 -0.1358 0.6302  0.36
H3 2.2220 0.3110 2.2589  0.29
H4 -2.1698 1.5145 -0.3006  0.43
H5 -1.9315 -1.0276 0.4160  0.35
H6 -1.5660 -1.7465 -1.8671  0.32
H7 -0.0782 -0.7687 -1.9600  0.35
H8 -1.6467 -0.0052 -2.1782  0.29
H9 0.5637 -1.5808 0.6655  0.18

ΔE to the lowest compared entry with this formula, charge and spin: 3.1294 eV
frontier orbital gap: 7.615 eV
net charge: 0
structure (SMILES): CC1=C=C[C@@H](C)N1



Record 5
# C6H9N

The molecule C6H9N in a non-equilibrium geometry (ωB97M-V/def2-TZVPD, OMol25).

Last column: Mulliken charge in e.
Atoms and positions in Å:
C1 1.2974 -0.9258 -0.2641  -0.41
C2 1.5950 0.3951 -0.0421  -0.10
C3 0.6727 1.3603 0.2795  -0.38
N1 -0.5522 0.8807 -0.3270  -0.36
C4 -2.0125 0.5166 -0.0072  -0.28
C5 -0.9991 -0.4784 0.3204  -0.21
C6 -0.1920 -1.3809 -0.5408  -0.90
H1 2.1067 -1.7037 -0.2653  0.35
H2 2.7463 0.7753 -0.1853  0.19
H3 0.8715 2.5872 0.1821  0.29
H4 0.6109 1.3036 1.4695  0.18
H5 -2.6319 0.7582 0.8547  0.26
H6 -2.3609 0.6395 -0.9421  0.33
H7 -0.5484 -0.6510 1.3578  0.21
H8 -0.3190 -1.6212 -1.5538  0.40
H9 -0.2847 -2.4556 -0.3365  0.41

ΔE to the lowest compared entry with this formula, charge and spin: 5.8098 eV
frontier orbital gap: 9.795 eV
net charge: 0
structure (SMILES): C1=CCN2C[C@H]2C1



Record 6
# C6H9N

The molecule C6H9N (ωB97M-V/def2-TZVPD, OMol25).

Last column: Mulliken charge in e.
Atoms and positions in Å:
C1 2.7123 -0.1125 0.3798  -0.67
N1 1.3676 -0.4106 -0.0612  -0.29
C2 0.4274 -0.2435 0.7693  -0.39
C3 -1.0097 -0.4191 0.3828  0.23
C4 -1.2672 -0.8668 -1.0386  -0.63
C5 -1.8426 0.2790 -1.4035  -0.33
C6 -1.7091 0.9251 -0.0423  -0.83
H1 3.1239 0.6749 -0.2614  0.25
H2 3.3445 -0.9971 0.2503  0.23
H3 2.7709 0.2199 1.4293  0.30
H4 0.6195 0.0881 1.8052  0.34
H5 -1.5558 -0.9590 1.1677  0.48
H6 -1.0203 -1.7898 -1.5530  0.39
H7 -2.2469 0.6495 -2.3412  0.38
H8 -1.0597 1.8071 0.0097  0.29
H9 -2.6470 1.1398 0.4821  0.26

ΔE to the lowest compared entry with this formula, charge and spin: 2.3363 eV
frontier orbital gap: 10.651 eV
net charge: 0
structure (SMILES): C/N=C/[C@@H]1C=CC1



Record 7
# C6H9N

The molecule C6H9N in a non-equilibrium geometry (ωB97M-V/def2-TZVPD, OMol25).

Last column: Mulliken charge in e.
Atoms and positions in Å:
C1 -2.5634 -0.4410 0.1984  -1.07
C2 -1.1381 0.0026 0.1147  0.56
C3 -0.6627 1.2679 0.1101  -0.69
C4 0.7679 1.1630 -0.2409  -0.34
C5 0.9977 -0.2988 -0.0938  0.52
C6 2.3474 -0.9023 0.0126  -1.04
N1 -0.1154 -0.9565 -0.0427  -0.65
H1 -2.6725 -1.3838 0.7374  0.31
H2 -3.1836 0.3130 0.6886  0.31
H3 -2.9759 -0.6015 -0.8041  0.24
H4 -1.2176 2.1691 0.3433  0.38
H5 1.4838 1.9274 0.0869  0.43
H6 0.8803 0.8745 -1.3449  0.16
H7 2.3359 -1.9487 -0.2888  0.33
H8 3.1009 -0.3481 -0.5512  0.32
H9 2.6153 -0.8369 1.0741  0.25

ΔE to the lowest compared entry with this formula, charge and spin: 1.2034 eV
frontier orbital gap: 9.493 eV
net charge: 0
structure (SMILES): CC1=CCC(C)=N1



Record 8
# C6H9N

The molecule C6H9N in a non-equilibrium geometry (ωB97M-V/def2-TZVPD, OMol25).

Last column: Mulliken charge in e.
Atoms and positions in Å:
C1 1.2633 -2.1016 -0.7993  -1.14
C2 0.4782 -0.8676 -0.4902  0.49
C3 -0.5649 -0.4153 -1.2389  -0.66
C4 -1.2084 0.6272 -0.5469  -0.27
C5 -0.5639 0.8123 0.6578  0.00
C6 -0.6690 2.0713 1.4756  -1.03
N1 0.5510 -0.1143 0.6524  -0.10
H1 0.8402 -2.9728 -0.2840  0.25
H2 1.1624 -2.2837 -1.8745  0.30
H3 2.3313 -2.0493 -0.5657  0.35
H4 -0.8541 -0.8236 -2.1887  0.39
H5 -2.0159 1.1965 -1.0063  0.34
H6 0.2810 2.5948 1.3369  0.26
H7 -1.4807 2.6740 1.0424  0.28
H8 -0.8777 2.0038 2.5513  0.30
H9 1.3273 -0.3517 1.2781  0.23

ΔE to the lowest compared entry with this formula, charge and spin: 0.5314 eV
frontier orbital gap: 8.726 eV
net charge: 0
structure (SMILES): Cc1ccc(C)[nH]1



no.,electronic energy (hartree)
1,-288.6531
2,-288.6178
3,-288.6318
4,-288.6670
5,-288.5685
6,-288.6962
7,-288.7378
8,-288.7625